No. 1
96
Properties=species:S:1:pos:R:3:forces:R:3 method="wB97M-V/def2-TZVPD" lumo_energy_ev=-0.04 smiles="NC(N)=O.NC(N)=O.NC(N)=O.NC(N)=O.NC(N)=O.NC(N)=O.NC(N)=O.NC(N)=O.NC(N)=O.NC(N)=O.NC(N)=O.NC(N)=O" homo_ev=-9.13
C -0.235 -0.715 0.478 0.437 -1.546 -0.321
O 0.128 -1.860 0.925 -1.315 2.538 -0.428
N -0.819 0.252 1.277 0.875 -0.773 -0.847
N -0.090 -0.440 -0.867 -0.049 0.061 0.932
H -1.338 0.983 0.828 -0.135 0.217 0.080
H -1.029 0.035 2.237 -0.058 -0.108 0.051
H 0.003 0.455 -1.349 -0.603 0.100 0.764
H 0.175 -1.212 -1.451 0.336 -0.537 0.078
C 2.043 -2.465 -3.768 -0.372 -1.913 0.190
O 1.084 -2.053 -3.070 1.615 0.025 -1.111
N 1.800 -2.942 -5.077 0.535 1.240 1.672
N 3.319 -2.676 -3.249 -1.852 0.700 -0.508
H 0.887 -2.841 -5.484 -0.153 -0.009 0.259
H 2.502 -3.350 -5.654 0.369 -0.109 0.015
H 3.490 -2.620 -2.244 -0.147 0.344 -0.071
H 4.049 -3.089 -3.788 0.100 -0.179 -0.398
C 3.942 0.942 -1.474 0.425 -0.731 -0.681
O 3.873 0.906 -0.235 -0.103 0.422 -2.489
N 5.153 1.298 -2.170 -1.538 -0.334 1.774
N 2.882 0.547 -2.332 1.351 1.177 2.613
H 5.703 1.979 -1.662 -0.020 -0.310 -0.013
H 5.108 1.467 -3.151 -0.265 0.173 -0.420
H 2.020 0.340 -1.852 0.161 -0.335 -0.311
H 3.000 0.294 -3.281 0.207 -0.185 -0.538
C -4.753 4.281 -0.080 0.429 -0.381 0.711
O -5.661 4.537 -0.888 2.130 -0.364 1.471
N -4.128 5.284 0.753 -1.707 -1.228 -2.317
N -4.201 2.986 0.112 -1.356 1.772 -1.312
H -4.258 6.214 0.391 0.016 -0.021 0.517
H -3.594 5.080 1.567 0.365 -0.200 0.054
H -3.623 2.735 0.887 0.138 0.184 0.528
H -4.640 2.251 -0.423 -0.060 0.204 0.222
C 0.249 -4.660 -1.395 0.680 0.265 -0.072
O 0.170 -5.423 -2.370 -0.084 0.974 1.017
N -0.839 -3.877 -0.945 1.402 -1.187 -0.416
N 1.467 -4.474 -0.696 -3.489 0.268 -0.311
H -0.813 -3.403 -0.056 0.309 0.107 -0.129
H -1.737 -4.055 -1.358 0.108 -0.164 -0.157
H 1.420 -3.719 -0.025 0.719 -0.096 -0.107
H 2.305 -4.851 -1.076 0.282 0.031 -0.115
C -0.278 2.555 -3.320 1.080 0.613 0.564
O 0.195 2.048 -2.273 -1.154 0.374 -2.001
N -0.976 3.733 -3.288 0.265 -0.381 0.089
N -0.029 2.105 -4.594 -0.405 -0.168 1.141
H -1.419 4.135 -4.089 -0.049 -0.142 -0.277
H -0.959 4.309 -2.469 -0.072 -0.219 0.425
H -0.080 2.750 -5.349 -0.128 0.075 -0.399
H 0.359 1.196 -4.744 0.171 -0.146 0.089
C -1.716 -2.171 4.239 -1.126 -0.988 0.318
O -1.743 -0.926 4.464 0.404 -2.814 -1.240
N -1.779 -3.098 5.310 0.535 2.491 -1.218
N -1.775 -2.825 2.991 -0.261 2.350 2.786
H -1.960 -4.062 5.182 -0.030 -0.596 -0.121
H -1.641 -2.727 6.234 -0.109 -0.100 -0.058
H -1.741 -2.280 2.153 0.361 -0.031 -0.268
H -1.644 -3.805 2.988 0.207 -0.605 -0.331
C 0.652 1.899 5.652 2.400 0.729 1.596
O 1.396 2.584 6.444 -2.779 -2.029 -2.627
N 0.404 2.280 4.331 -0.232 -0.458 1.062
N 0.175 0.622 6.056 0.447 2.183 -1.517
H -0.001 1.657 3.658 -0.171 -0.323 0.235
H 0.712 3.149 3.924 0.317 0.096 0.575
H 0.412 0.412 7.002 -0.147 -0.126 0.289
H -0.576 0.160 5.550 0.261 0.084 0.386
C -3.116 2.561 3.916 -1.119 0.171 -1.693
O -3.005 2.423 2.660 0.659 0.241 2.941
N -3.338 3.823 4.500 0.180 -2.250 0.154
N -3.180 1.486 4.799 0.130 1.397 -1.020
H -3.269 4.704 4.045 0.101 -0.008 -0.676
H -3.654 3.851 5.450 0.189 0.074 0.201
H -3.648 1.641 5.666 0.091 -0.046 0.406
H -3.025 0.523 4.512 -0.011 0.516 -0.232
C 3.716 -2.507 0.574 -0.819 0.006 -1.202
O 4.324 -2.440 -0.537 -1.047 -0.306 2.559
N 2.885 -1.483 1.025 2.245 -1.605 -1.050
N 3.672 -3.713 1.322 0.027 1.857 -0.987
H 2.246 -1.610 1.778 -0.289 -0.038 0.187
H 2.899 -0.638 0.460 0.091 0.013 0.325
H 4.318 -4.435 1.067 0.177 0.054 -0.031
H 3.344 -3.683 2.267 0.064 -0.016 0.228
C 1.384 4.125 0.396 -0.595 0.626 0.584
O 1.352 4.623 1.531 0.083 -0.868 -1.348
N 1.353 2.748 0.151 0.407 2.851 0.219
N 1.382 4.957 -0.755 0.398 -2.705 1.501
H 1.326 2.453 -0.816 -0.271 -0.453 0.580
H 1.079 2.223 0.960 0.156 -0.485 -0.264
H 1.219 4.425 -1.586 -0.043 0.717 -0.641
H 1.280 5.937 -0.627 -0.113 0.356 -0.146
C -2.020 -3.480 -4.916 -1.350 -0.043 -0.440
O -3.093 -3.457 -5.588 3.156 -0.010 1.715
N -1.069 -4.523 -4.961 -1.134 2.193 -0.078
N -1.664 -2.472 -3.994 -0.101 -0.909 -0.826
H -1.307 -5.291 -5.557 -0.057 -0.301 0.194
H -0.489 -4.628 -4.134 -0.075 -0.580 -0.127
H -2.194 -1.621 -4.005 -0.335 -0.110 -0.199
H -0.709 -2.368 -3.642 -0.266 -0.306 -0.208

No. 2
75
Properties=species:S:1:pos:R:3:forces:R:3 method="wB97M-V/def2-TZVPD" s_squared=6.007 spin_multiplicity=5 charge=+1 lumo_energy_ev="-5.07 / -5.25" homo_ev="-12.08 / -12.08"
Fe -0.365 -0.884 4.044 0.335 -0.003 -2.664
C 0.085 0.389 0.052 0.225 -1.192 -0.005
C -0.708 0.497 1.349 -0.993 0.095 -1.122
O 0.034 0.229 2.512 -0.404 -0.309 1.500
H -0.587 0.547 -0.792 0.040 0.343 0.042
H 0.404 -0.657 -0.034 0.021 0.036 -0.088
H 1.004 0.962 -0.052 -0.276 0.489 0.197
H -1.555 -0.192 1.194 0.183 -0.289 0.394
H -1.239 1.462 1.337 0.490 0.292 0.650
C -0.857 2.586 -4.041 -0.268 -0.727 -0.283
C -1.609 3.184 -2.871 0.112 -0.536 0.178
O -2.701 3.996 -3.249 0.304 0.293 0.180
H -1.440 1.998 -4.762 -0.491 0.109 0.352
H -0.168 1.846 -3.625 0.498 0.359 -0.240
H -0.397 3.356 -4.659 0.426 -0.009 0.331
H -0.852 3.717 -2.288 -0.430 0.700 -0.135
H -1.950 2.421 -2.151 -0.109 -0.260 -0.360
H -3.096 3.603 -4.033 -0.032 0.022 0.009
C 1.177 -3.730 0.170 0.750 1.024 -0.356
C 0.556 -4.954 -0.477 -0.183 -0.256 0.477
O 1.310 -5.323 -1.615 -0.283 0.161 -0.481
H 0.657 -3.085 0.880 -0.707 -0.757 0.226
H 1.338 -3.010 -0.641 0.193 -0.178 -0.138
H 2.167 -3.909 0.599 -0.024 -0.235 -0.036
H -0.462 -4.716 -0.789 0.108 -0.008 -0.370
H 0.455 -5.845 0.152 0.123 0.295 0.427
H 2.239 -5.419 -1.390 -0.036 -0.023 0.168
C 3.993 -1.157 -1.895 -0.056 -0.456 0.542
C 3.499 0.269 -1.768 -0.528 -0.321 -0.344
O 3.949 0.795 -0.525 0.197 0.067 -0.274
H 5.001 -1.307 -1.505 0.204 0.472 -0.347
H 3.941 -1.504 -2.925 -0.019 -0.054 0.020
H 3.411 -1.830 -1.257 -0.262 0.065 -0.216
H 2.399 0.274 -1.794 0.025 -0.077 0.101
H 3.766 0.851 -2.656 0.546 0.242 0.360
H 3.766 1.743 -0.480 -0.226 -0.208 0.045
C 3.639 3.127 2.636 0.993 -0.350 1.513
C 3.359 3.630 1.236 0.030 0.864 1.363
O 2.313 2.868 0.655 0.158 0.236 -0.894
H 3.249 2.145 2.913 -0.180 -0.151 -0.814
H 3.249 3.745 3.447 -0.039 0.383 -0.343
H 4.710 3.018 2.834 0.019 0.222 -0.137
H 4.282 3.694 0.657 -0.297 -0.993 -0.552
H 3.135 4.703 1.315 -0.596 -0.153 -0.145
H 1.545 2.949 1.229 0.074 0.142 0.074
C -2.788 -1.012 -2.392 -1.131 0.356 -1.097
C -3.121 -2.474 -2.038 0.386 1.769 -1.107
O -4.474 -2.621 -1.680 -0.260 -0.378 1.693
H -1.750 -0.742 -2.215 0.018 -0.070 0.038
H -3.474 -0.352 -1.852 0.368 -0.075 0.545
H -3.045 -0.757 -3.426 0.311 -0.229 -0.117
H -2.454 -2.562 -1.183 -0.564 -1.329 0.309
H -2.910 -3.138 -2.876 0.500 -0.169 0.260
H -5.144 -2.536 -2.360 0.484 0.081 -0.499
O -3.539 3.521 1.113 0.127 -0.343 0.109
H -2.666 3.128 1.218 0.073 0.277 -0.063
H -3.652 4.058 1.905 -0.083 0.034 -0.053
O -3.725 -2.217 1.079 0.444 0.414 0.462
H -3.913 -1.262 1.045 -0.422 -0.116 -0.193
H -4.213 -2.574 0.320 0.069 -0.025 -0.052
O -1.672 -2.282 3.172 -0.107 0.317 0.343
H -1.686 -3.246 3.216 0.163 0.034 0.065
H -2.293 -2.054 2.456 -0.441 -0.133 -0.276
O 1.037 -2.383 3.423 0.137 0.172 -0.006
H 1.321 -2.068 2.536 0.220 0.104 0.169
H 1.793 -2.881 3.762 -0.006 0.187 0.150
O 2.592 -0.572 1.552 -0.199 -0.217 -0.059
H 1.807 -0.028 1.706 0.199 0.037 0.126
H 3.014 -0.173 0.758 0.153 -0.050 0.382
O 0.673 2.863 3.801 -0.337 -0.115 -0.181
H 0.434 2.113 3.234 0.099 -0.110 0.170
H 0.937 2.467 4.637 0.131 0.132 0.001
O -4.643 0.547 0.882 0.350 -0.197 0.030
H -3.902 1.143 1.038 -0.258 0.299 0.009
H -5.185 1.012 0.235 -0.038 -0.025 0.037